1.
{"formula": "C44H108F6N6O15P2S6", "method": "the ωB97M-V functional and the def2-TZVPD basis", "e_tot_ha": -6868.77389, "total_charge": 2, "homo_ha": -0.446, "relative_energy_ev": 1.813, "max_force_ev_per_a": 6.57, "elements": ["C", "C", "C", "O", "C", "N", "H", "H", "H", "H", "H", "H", "H", "H", "H", "H", "H", "H", "C", "C", "C", "O", "C", "N", "H", "H", "H", "H", "H", "H", "H", "H", "H", "H", "H", "H", "C", "C", "C", "O", "C", "N", "H", "H", "H", "H", "H", "H", "H", "H", "H", "H", "H", "H", "C", "C", "C", "C", "P", "C", "C", "C", "C", "C", "C", "C", "C", "C", "C", "C", "C", "H", "H", "H", "H", "H", "H", "H", "H", "H", "H", "H", "H", "H", "H", "H", "H", "H", "H", "H", "H", "H", "H", "H", "H", "H", "H", "H", "H", "H", "H", "H", "H", "H", "H", "H", "H", "C", "C", "C", "C", "P", "C", "C", "C", "C", "C", "C", "C", "C", "C", "C", "C", "C", "H", "H", "H", "H", "H", "H", "H", "H", "H", "H", "H", "H", "H", "H", "H", "H", "H", "H", "H", "H", "H", "H", "H", "H", "H", "H", "H", "H", "H", "H", "H", "H", "H", "H", "H", "H", "N", "S", "O", "O", "F", "S", "O", "O", "F", "N", "S", "O", "O", "F", "S", "O", "O", "F", "N", "S", "O", "O", "F", "S", "O", "O", "F"], "positions_angstrom": [[-5.47, -3.09, -5.73], [-6.00, -2.00, -4.79], [-4.97, -1.52, -3.79], [-3.70, -1.38, -4.38], [-2.57, -1.64, -3.53], [-6.41, -0.83, -5.69], [-5.64, -0.29, -6.11], [-7.12, -1.08, -6.39], [-6.92, -0.04, -5.26], [-6.19, -3.46, -6.46], [-5.19, -4.01, -5.23], [-4.58, -2.69, -6.22], [-6.98, -2.23, -4.38], [-5.03, -2.03, -2.82], [-5.18, -0.51, -3.40], [-1.70, -1.21, -4.02], [-2.38, -2.72, -3.54], [-2.75, -1.17, -2.56], [-1.59, 0.85, 3.74], [-0.31, 0.88, 4.56], [-0.45, 0.31, 5.97], [-0.68, -1.08, 5.87], [-1.01, -1.71, 7.09], [0.79, 0.16, 3.82], [0.93, 0.45, 2.83], [1.74, 0.13, 4.20], [0.50, -0.80, 3.64], [-2.02, -0.13, 3.57], [-1.36, 1.27, 2.76], [-2.35, 1.54, 4.12], [0.09, 1.89, 4.58], [-1.26, 0.68, 6.60], [0.53, 0.46, 6.45], [-1.11, -2.78, 6.88], [-1.98, -1.43, 7.50], [-0.26, -1.62, 7.88], [5.95, 1.47, 0.87], [5.45, 2.76, 0.22], [5.35, 3.86, 1.26], [6.61, 4.27, 1.70], [6.50, 5.32, 2.65], [6.47, 3.23, -0.80], [5.98, 3.90, -1.42], [7.30, 3.60, -0.34], [6.78, 2.40, -1.32], [5.34, 1.19, 1.72], [7.02, 1.51, 1.09], [5.89, 0.57, 0.23], [4.53, 2.68, -0.36], [4.77, 3.44, 2.10], [4.67, 4.64, 0.90], [6.14, 4.90, 3.59], [5.94, 6.22, 2.41], [7.51, 5.70, 2.80], [0.65, 5.30, 2.51], [0.06, 3.91, 2.37], [-0.47, 3.55, 1.00], [-1.79, 4.29, 0.69], [-2.60, 3.84, -0.84], [-4.01, 5.03, -1.04], [-4.84, 5.12, 0.24], [-6.26, 5.59, -0.03], [-7.04, 5.68, 1.27], [-3.14, 2.11, -0.85], [-4.38, 1.70, -0.03], [-4.01, 1.50, 1.48], [-5.22, 1.12, 2.33], [-1.54, 4.06, -2.30], [-2.19, 3.94, -3.69], [-1.16, 3.49, -4.72], [-1.67, 3.76, -6.13], [-0.03, 6.12, 2.26], [1.36, 5.41, 1.69], [1.15, 5.56, 3.44], [-0.70, 3.63, 3.11], [0.91, 3.28, 2.67], [-0.60, 2.47, 1.03], [0.20, 3.82, 0.17], [-1.65, 5.38, 0.67], [-2.55, 4.16, 1.47], [-4.64, 4.59, -1.82], [-3.49, 5.95, -1.31], [-4.35, 5.87, 0.87], [-4.80, 4.24, 0.90], [-6.75, 4.95, -0.76], [-6.09, 6.62, -0.35], [-6.60, 6.22, 2.12], [-7.33, 4.69, 1.62], [-8.04, 6.13, 1.17], [-2.26, 1.56, -0.51], [-3.39, 1.92, -1.90], [-4.61, 0.67, -0.31], [-5.22, 2.38, -0.05], [-3.63, 2.44, 1.89], [-3.20, 0.78, 1.61], [-4.81, 0.73, 3.27], [-5.76, 0.25, 1.94], [-5.82, 2.01, 2.48], [-0.66, 3.46, -2.03], [-1.21, 5.11, -2.26], [-2.65, 4.86, -4.04], [-3.00, 3.21, -3.60], [-0.94, 2.44, -4.52], [-0.20, 3.97, -4.47], [-0.97, 3.41, -6.89], [-2.01, 4.78, -6.30], [-2.55, 3.13, -6.28], [-3.33, -3.85, 0.38], [-2.51, -3.93, -0.90], [-1.19, -4.69, -0.66], [-0.28, -4.59, -1.89], [1.40, -5.29, -1.78], [1.38, -7.02, -2.43], [0.25, -7.85, -1.79], [0.55, -8.63, -0.53], [-0.71, -9.26, 0.05], [2.19, -4.30, -3.10], [3.60, -4.80, -3.43], [4.69, -3.99, -2.71], [5.96, -4.83, -2.57], [2.23, -5.30, -0.16], [2.18, -4.05, 0.72], [2.71, -4.30, 2.08], [2.72, -3.09, 3.01], [-4.07, -3.05, 0.25], [-2.79, -3.44, 1.23], [-3.85, -4.78, 0.63], [-2.35, -2.92, -1.27], [-3.17, -4.44, -1.62], [-1.50, -5.70, -0.40], [-0.72, -4.32, 0.26], [-0.24, -3.58, -2.30], [-0.73, -5.11, -2.75], [2.38, -7.45, -2.40], [1.23, -6.78, -3.49], [0.12, -8.67, -2.51], [-0.74, -7.39, -1.88], [1.15, -8.08, 0.20], [1.23, -9.45, -0.76], [-1.51, -8.52, 0.17], [-0.47, -9.65, 1.04], [-1.01, -10.14, -0.51], [2.19, -3.30, -2.65], [1.53, -4.44, -3.95], [3.85, -4.68, -4.49], [3.79, -5.85, -3.20], [4.40, -3.72, -1.69], [4.88, -3.06, -3.24], [6.85, -4.21, -2.50], [6.07, -5.53, -3.41], [5.93, -5.54, -1.75], [3.27, -5.58, -0.36], [1.80, -6.11, 0.43], [1.25, -3.49, 0.82], [2.71, -3.29, 0.13], [3.74, -4.65, 1.95], [2.17, -5.10, 2.60], [3.66, -2.75, 3.46], [2.05, -3.20, 3.87], [2.41, -2.14, 2.56], [0.49, 0.18, 0.95], [-0.10, -0.51, -0.25], [0.43, -1.82, -0.49], [-0.44, 0.33, -1.39], [-1.52, -0.78, 0.42], [2.01, 0.64, 0.35], [2.11, 2.02, -0.03], [2.84, -0.31, -0.34], [2.64, 0.71, 1.83], [3.26, -0.05, 5.35], [4.54, 0.79, 5.36], [5.70, 0.03, 4.92], [4.80, 1.74, 6.39], [4.28, 1.65, 4.02], [3.30, -0.84, 6.82], [2.22, -0.50, 7.71], [4.51, -1.24, 7.47], [2.74, -2.20, 6.15], [4.42, 4.80, -2.06], [4.98, 6.34, -1.73], [5.10, 6.75, -0.37], [4.78, 7.36, -2.70], [6.51, 5.91, -2.02], [2.88, 5.11, -1.86], [2.20, 6.03, -2.71], [2.54, 5.07, -0.46], [2.32, 3.72, -2.38]], "mulliken_charge": [-1.32, 0.06, -0.49, -0.49, -0.42, -0.36, 0.33, 0.37, 0.37, 0.43, 0.34, 0.36, 0.37, 0.37, 0.34, 0.29, 0.41, 0.09, -0.62, 0.44, -1.23, -0.22, -0.89, 1.88, -0.77, 0.24, 0.41, 0.65, -0.73, 0.61, 0.41, 0.53, 0.50, 0.28, 0.33, 0.31, -1.51, 0.67, -0.26, -0.50, -0.72, -0.03, 0.43, 0.41, 0.38, 0.10, 0.45, 0.41, -0.03, 0.26, 0.29, 0.26, 0.27, 0.33, -1.47, -0.12, 1.89, -1.58, 1.06, -1.05, -0.78, -0.45, -1.42, 1.02, -1.32, 1.21, -1.60, -1.04, -0.86, -0.19, -1.39, 0.31, 0.14, 0.46, 0.38, -0.23, -1.12, -0.12, 0.82, 0.53, 0.42, 0.71, 0.42, 0.36, 0.39, 0.33, 0.34, 0.27, 0.41, -1.64, 0.78, 0.61, 0.39, -0.22, -0.23, 0.40, 0.36, 0.30, 0.38, 0.77, 0.43, 0.35, 0.20, 0.33, 0.40, 0.36, 0.26, -1.77, 0.88, -0.38, -1.07, 0.92, -1.17, -1.00, -0.25, -1.36, -1.00, -0.92, 0.08, -1.49, -0.97, 0.91, -1.00, -0.68, 0.44, 0.29, 0.44, -0.89, 0.45, 0.33, 0.09, 0.52, 0.93, 0.57, 0.60, 0.52, 0.51, 0.23, 0.41, 0.31, 0.38, 0.34, 0.34, 0.65, 0.41, 0.34, -0.05, 0.48, 0.38, 0.36, 0.35, 0.53, 0.42, -0.43, -0.02, 0.32, 0.38, 0.48, 0.29, -0.31, -0.43, -0.30, 0.28, -0.49, -0.24, 0.08, -0.27, -0.49, 0.01, -0.22, 0.89, -0.66, -0.63, -0.21, 0.87, -0.63, -0.54, -0.26, -0.44, 1.01, -0.53, -0.56, -0.34, 0.83, -0.58, -0.40, -0.26]}

2.
{"formula": "C16H32O3S2", "method": "the ωB97M-V functional and the def2-TZVPD basis", "e_tot_ha": -1650.93582, "homo_ha": -0.334, "relative_energy_ev": 0.103, "max_force_ev_per_a": 0.97, "smiles": "CCCCCCCCCCCCS[C@H]1CS(=O)(=O)C[C@@H]1O", "elements": ["C", "C", "C", "C", "C", "C", "C", "C", "C", "C", "C", "C", "S", "C", "C", "S", "O", "O", "C", "C", "O", "H", "H", "H", "H", "H", "H", "H", "H", "H", "H", "H", "H", "H", "H", "H", "H", "H", "H", "H", "H", "H", "H", "H", "H", "H", "H", "H", "H", "H", "H", "H", "H"], "positions_angstrom": [[0.64, -4.42, -1.15], [-0.73, -3.83, -0.82], [-0.78, -3.30, 0.61], [-2.20, -2.99, 1.10], [-2.96, -1.96, 0.28], [-2.31, -0.58, 0.26], [-3.23, 0.46, -0.37], [-2.54, 1.81, -0.60], [-2.14, 2.51, 0.70], [-1.54, 3.90, 0.49], [-0.01, 3.94, 0.43], [0.62, 3.29, -0.80], [0.82, 1.48, -0.67], [2.33, 1.38, 0.36], [2.33, 0.10, 1.16], [3.52, -0.99, 0.30], [2.98, -2.29, 0.04], [4.78, -0.91, 1.01], [3.67, 0.03, -1.20], [3.58, 1.41, -0.56], [4.74, 1.74, 0.16], [0.82, -5.31, -0.55], [1.42, -3.70, -0.93], [0.70, -4.69, -2.20], [-1.50, -4.60, -0.95], [-0.95, -3.02, -1.52], [-0.35, -4.05, 1.27], [-0.15, -2.41, 0.68], [-2.77, -3.92, 1.11], [-2.14, -2.64, 2.14], [-3.97, -1.86, 0.71], [-3.08, -2.32, -0.74], [-2.07, -0.29, 1.29], [-1.37, -0.62, -0.30], [-4.10, 0.61, 0.26], [-3.57, 0.08, -1.33], [-3.23, 2.46, -1.15], [-1.66, 1.65, -1.22], [-1.43, 1.89, 1.24], [-3.04, 2.60, 1.32], [-1.94, 4.34, -0.43], [-1.84, 4.54, 1.31], [0.40, 3.47, 1.34], [0.31, 4.99, 0.44], [1.61, 3.69, -0.99], [0.00, 3.45, -1.68], [2.34, 2.26, 1.00], [2.69, 0.23, 2.18], [1.36, -0.40, 1.16], [2.85, -0.18, -1.86], [4.63, -0.15, -1.67], [3.46, 2.20, -1.31], [5.04, 0.95, 0.65]], "mulliken_charge": [-1.13, -0.20, 0.26, -1.14, -0.87, 0.41, -1.24, -0.37, -0.25, -0.99, -0.70, -0.86, -0.14, -0.17, -0.58, 1.19, -0.65, -0.72, -0.78, -0.43, -0.58, 0.36, 0.15, 0.37, 0.28, 0.24, 0.53, -0.55, 0.37, 0.39, 0.46, 0.34, 0.28, -0.17, 0.33, 0.39, 0.42, 0.12, 0.08, 0.49, 0.39, 0.35, 0.28, 0.41, 0.50, 0.49, 0.53, 0.37, 0.00, 0.39, 0.39, 0.46, 0.47]}

3.
{"formula": "C5H12N2O2", "method": "the ωB97M-V functional and the def2-TZVPD basis", "e_tot_ha": -457.56283, "homo_ha": -0.258, "relative_energy_ev": 5.064, "max_force_ev_per_a": 3.49, "elements": ["C", "C", "C", "C", "C", "N", "N", "O", "O", "H", "H", "H", "H", "H", "H", "H", "H", "H", "H", "H", "H"], "positions_angstrom": [[2.67, 0.67, -1.74], [0.85, -1.79, -0.04], [-0.85, 0.73, -1.32], [-1.11, 0.18, 0.99], [1.18, -0.34, -0.10], [0.19, 1.96, 0.40], [-0.10, 0.65, -0.03], [3.46, -0.13, -1.58], [2.09, 1.62, -2.11], [0.59, -2.24, 1.03], [0.12, -2.14, -0.75], [1.80, -2.19, -0.21], [-1.53, -0.05, -1.51], [-1.38, 1.59, -1.33], [-0.16, 0.61, -2.10], [-1.77, 1.08, 1.14], [-1.62, -0.67, 0.52], [-0.42, -0.07, 1.84], [1.69, -0.17, 0.86], [0.60, 1.84, 1.26], [0.85, 2.29, -0.23]], "mulliken_charge": [0.83, -1.25, -1.09, -0.92, -0.32, -0.83, 0.61, -0.38, -0.51, 0.23, 0.31, 0.43, 0.37, 0.48, 0.35, 0.37, 0.28, 0.37, 0.14, 0.25, 0.29]}

4.
{"formula": "C2H3ClN2", "method": "the ωB97M-V functional and the def2-TZVPD basis", "e_tot_ha": -647.57596, "homo_ha": -0.391, "relative_energy_ev": 3.969, "max_force_ev_per_a": 5.52, "elements": ["C", "C", "N", "N", "Cl", "H", "H", "H"], "positions_angstrom": [[-1.45, 0.96, -0.01], [-0.04, -0.56, -0.26], [-2.20, 1.81, 0.07], [1.15, -0.51, 0.32], [2.16, 0.93, -0.05], [-0.68, -1.33, -0.02], [0.01, -0.55, -1.33], [1.05, -0.75, 1.27]], "mulliken_charge": [0.04, -0.47, -0.34, -0.24, -0.03, 0.39, 0.31, 0.34]}

5.
{"formula": "C24H37CuF3N2O3S2Si", "method": "the ωB97M-V functional and the def2-TZVPD basis", "e_tot_ha": -4297.54522, "total_charge": 1, "homo_ha": -0.397, "relative_energy_ev": 0.000, "max_force_ev_per_a": 1.69, "elements": ["C", "Si", "C", "C", "C", "C", "F", "F", "C", "C", "C", "C", "S", "C", "S", "N", "C", "C", "O", "C", "C", "O", "C", "C", "N", "C", "C", "O", "F", "C", "C", "C", "C", "C", "C", "H", "H", "H", "H", "H", "H", "H", "H", "H", "H", "H", "H", "H", "H", "H", "H", "H", "H", "H", "H", "H", "H", "H", "H", "H", "H", "H", "H", "H", "H", "H", "H", "H", "H", "H", "H", "H", "Cu"], "positions_angstrom": [[-3.07, -1.84, -2.35], [-3.10, -3.38, -1.27], [-4.51, -4.50, -1.80], [-3.34, -2.79, 0.52], [-2.21, -1.83, 0.92], [-2.66, -0.41, 1.20], [-3.10, -0.32, 2.49], [-3.75, -0.10, 0.43], [-1.55, 0.66, 0.93], [-1.49, 1.71, 2.02], [-0.21, 2.56, 1.99], [0.86, 2.10, 2.98], [2.00, 0.80, 2.40], [2.78, 1.34, 0.88], [2.62, 0.37, -0.40], [3.65, 2.47, 0.76], [3.38, 3.62, 1.62], [4.09, 3.56, 2.99], [4.70, 2.29, 3.25], [5.53, 1.88, 2.25], [5.05, 2.14, 0.80], [-1.79, 1.26, -0.32], [-0.74, 1.10, -1.26], [-1.13, 1.64, -2.63], [0.08, 1.82, -3.45], [-1.91, 2.96, -2.47], [-1.03, 4.12, -2.14], [-1.02, 4.68, -1.11], [-0.19, 4.53, -3.09], [-1.42, -4.25, -1.29], [-0.29, -3.61, -1.81], [0.95, -4.24, -1.78], [1.09, -5.52, -1.23], [-0.04, -6.17, -0.73], [-1.27, -5.54, -0.75], [-3.26, -2.10, -3.39], [-3.81, -1.13, -1.99], [-2.10, -1.37, -2.25], [-5.04, -4.04, -2.63], [-4.22, -5.50, -2.10], [-5.24, -4.56, -0.99], [-4.33, -2.37, 0.65], [-3.23, -3.68, 1.14], [-1.43, -1.76, 0.15], [-1.69, -2.17, 1.81], [-0.60, 0.12, 0.93], [-2.36, 2.36, 1.98], [-1.50, 1.20, 2.98], [-0.50, 3.56, 2.32], [0.17, 2.68, 0.98], [0.41, 1.68, 3.87], [1.43, 2.97, 3.31], [3.78, 4.49, 1.10], [2.32, 3.80, 1.70], [3.38, 3.71, 3.79], [4.85, 4.35, 3.05], [6.59, 2.31, 2.35], [5.60, 0.74, 2.35], [5.60, 3.00, 0.43], [5.30, 1.32, 0.14], [0.12, 1.69, -0.93], [-0.46, 0.05, -1.37], [-1.73, 0.93, -3.19], [0.79, 2.32, -2.93], [0.48, 0.91, -3.63], [-2.60, 2.91, -1.64], [-2.41, 3.17, -3.41], [-0.33, -2.62, -2.24], [1.83, -3.74, -2.16], [2.07, -5.96, -1.21], [0.08, -7.16, -0.31], [-2.14, -6.05, -0.35], [7.19, 0.81, 3.11]], "mulliken_charge": [-0.57, 0.14, -1.26, -0.90, -0.99, 1.24, -0.42, -0.32, -0.23, -1.36, -0.25, -0.72, -0.13, 0.15, -0.16, 0.11, -0.70, -0.59, -0.34, -0.30, -1.15, -0.29, 0.63, -0.25, -0.66, -0.52, 0.30, -0.47, -0.25, 0.49, -0.07, -0.73, -0.43, -0.66, -0.39, 0.55, 0.37, -0.42, 0.34, 0.38, 0.37, 0.61, 0.43, 0.25, 0.46, 0.24, 0.54, 0.39, 0.48, -0.03, 0.61, 0.26, 0.54, 0.20, 0.45, 0.29, 0.63, 0.51, 0.36, 0.45, -0.44, 0.10, 0.43, 0.28, 0.31, 0.21, 0.52, 0.27, 0.41, 0.39, 0.39, 0.37, 0.56]}

What did the second record say?
{"formula": "C16H32O3S2", "method": "the ωB97M-V functional and the def2-TZVPD basis", "e_tot_ha": -1650.93582, "homo_ha": -0.334, "relative_energy_ev": 0.103, "max_force_ev_per_a": 0.97, "smiles": "CCCCCCCCCCCCS[C@H]1CS(=O)(=O)C[C@@H]1O", "elements": ["C", "C", "C", "C", "C", "C", "C", "C", "C", "C", "C", "C", "S", "C", "C", "S", "O", "O", "C", "C", "O", "H", "H", "H", "H", "H", "H", "H", "H", "H", "H", "H", "H", "H", "H", "H", "H", "H", "H", "H", "H", "H", "H", "H", "H", "H", "H", "H", "H", "H", "H", "H", "H"], "positions_angstrom": [[0.64, -4.42, -1.15], [-0.73, -3.83, -0.82], [-0.78, -3.30, 0.61], [-2.20, -2.99, 1.10], [-2.96, -1.96, 0.28], [-2.31, -0.58, 0.26], [-3.23, 0.46, -0.37], [-2.54, 1.81, -0.60], [-2.14, 2.51, 0.70], [-1.54, 3.90, 0.49], [-0.01, 3.94, 0.43], [0.62, 3.29, -0.80], [0.82, 1.48, -0.67], [2.33, 1.38, 0.36], [2.33, 0.10, 1.16], [3.52, -0.99, 0.30], [2.98, -2.29, 0.04], [4.78, -0.91, 1.01], [3.67, 0.03, -1.20], [3.58, 1.41, -0.56], [4.74, 1.74, 0.16], [0.82, -5.31, -0.55], [1.42, -3.70, -0.93], [0.70, -4.69, -2.20], [-1.50, -4.60, -0.95], [-0.95, -3.02, -1.52], [-0.35, -4.05, 1.27], [-0.15, -2.41, 0.68], [-2.77, -3.92, 1.11], [-2.14, -2.64, 2.14], [-3.97, -1.86, 0.71], [-3.08, -2.32, -0.74], [-2.07, -0.29, 1.29], [-1.37, -0.62, -0.30], [-4.10, 0.61, 0.26], [-3.57, 0.08, -1.33], [-3.23, 2.46, -1.15], [-1.66, 1.65, -1.22], [-1.43, 1.89, 1.24], [-3.04, 2.60, 1.32], [-1.94, 4.34, -0.43], [-1.84, 4.54, 1.31], [0.40, 3.47, 1.34], [0.31, 4.99, 0.44], [1.61, 3.69, -0.99], [0.00, 3.45, -1.68], [2.34, 2.26, 1.00], [2.69, 0.23, 2.18], [1.36, -0.40, 1.16], [2.85, -0.18, -1.86], [4.63, -0.15, -1.67], [3.46, 2.20, -1.31], [5.04, 0.95, 0.65]], "mulliken_charge": [-1.13, -0.20, 0.26, -1.14, -0.87, 0.41, -1.24, -0.37, -0.25, -0.99, -0.70, -0.86, -0.14, -0.17, -0.58, 1.19, -0.65, -0.72, -0.78, -0.43, -0.58, 0.36, 0.15, 0.37, 0.28, 0.24, 0.53, -0.55, 0.37, 0.39, 0.46, 0.34, 0.28, -0.17, 0.33, 0.39, 0.42, 0.12, 0.08, 0.49, 0.39, 0.35, 0.28, 0.41, 0.50, 0.49, 0.53, 0.37, 0.00, 0.39, 0.39, 0.46, 0.47]}